Arrangement i

A 2-piece molecular cluster, C4H11NO2 overall, computed with wB97M-V/def2-TZVPD.

Geometry as XYZ:
```
18
Properties=species:S:1:pos:R:3
C 0.61 1.83 2.83
C 0.21 1.50 1.44
O -0.37 2.69 0.82
O 0.20 0.41 0.77
H 0.64 2.92 2.89
H 1.67 1.55 3.07
H -0.03 1.36 3.61
C -0.57 -2.35 -2.20
C 0.83 -2.58 -1.69
N -1.08 -1.00 -1.94
H -0.67 -2.49 -3.28
H -1.20 -3.05 -1.67
H 0.87 -2.46 -0.61
H 1.61 -1.96 -2.14
H -1.44 -0.83 -1.01
H -0.55 2.48 -0.11
H -0.43 -0.32 -2.29
H 1.13 -3.62 -1.88
```

## Properties
2S+1: 2
Total charge: -1
<S²>: 0.75
Lowest unoccupied orbital energy (alpha / beta) (eV): 3.83 / 3.81
HOMO-LUMO gap (alpha / beta) (eV): 2.821 / 7.907



Arrangement ii

A 2-piece molecular cluster, C4H11NO2 overall, computed with wB97M-V/def2-TZVPD.

Geometry as XYZ:
```
18
Properties=species:S:1:pos:R:3
C 1.03 0.71 0.82
C 0.10 1.62 1.60
C 0.53 0.45 -0.61
N -0.61 -0.27 -0.74
C -1.15 -0.47 -2.09
O 1.13 0.99 -1.54
H 1.33 -0.23 1.30
H 1.99 1.21 0.70
H 0.43 2.00 2.57
H -0.07 2.49 0.96
H -0.82 1.10 1.89
H -0.91 -0.74 0.11
H -1.01 -1.53 -2.31
H -0.58 0.10 -2.81
H -2.22 -0.30 -2.03
H -0.20 -2.72 1.11
H -1.16 -1.76 1.89
O -0.35 -2.30 1.98
```

## Properties
2S+1: 2
Total charge: -1
<S²>: 0.75
Lowest unoccupied orbital energy (alpha / beta) (eV): 4.14 / 3.83
HOMO-LUMO gap (alpha / beta) (eV): 3.492 / 9.766



Energy relative to the most stable one, in kJ/mol: arrangement i 76.2; arrangement ii 0.0